i:
DFT (ωB97M-V with the def2-TZVPD basis set) results for a molecular structure, CH3N3O3.

Calculated values
- Orbital gap (alpha / beta): 7.5987 / 7.5980 eV

Each line ends with the Löwdin charge.
CARTESIAN COORDINATES (ANGSTROEM)
C 1.44 -0.76 -0.55  -0.332
N 3.26 0.12 0.80  0.167
N 2.48 -0.49 0.10  0.034
N -1.75 -0.93 0.33  0.053
O 0.93 -1.32 -1.45  0.145
O 0.32 -0.19 0.87  -0.112
O -0.63 -1.12 1.08  -0.222
H 3.59 1.09 0.48  0.120
H -1.95 0.05 0.43  0.084
H -1.43 -1.28 -0.54  0.063


ii:
DFT (ωB97M-V with the def2-TZVPD basis set) results for a single CH3N3O3 molecule.

Calculated values
- SMILES: O=CNN[N+](=O)[O-]
- Orbital gap: 11.1676 eV

Each line ends with the Löwdin charge.
CARTESIAN COORDINATES (ANGSTROEM)
O 0.96 0.03 -1.91  0.085
C 1.24 -0.65 -0.99  -0.377
N 0.60 -0.69 0.18  0.100
N -0.76 -0.13 0.28  0.086
N -1.17 1.02 0.83  -0.470
O -0.52 1.57 1.66  0.101
O -2.27 1.30 0.38  0.065
H 2.10 -1.23 -0.77  0.123
H 1.03 -0.94 0.99  0.101
H -1.21 -0.28 -0.66  0.186


If we sort the structures by their calculated energies, the order from most to least stable is ii, i.


i:
DFT (ωB97M-V with the def2-TZVPD basis set) results for 2 unconnected molecules or ions with the total composition C2H8.

Calculated values
- SMILES: C.C
- Orbital gap: 14.4722 eV

Each line ends with the Löwdin charge.
CARTESIAN COORDINATES (ANGSTROEM)
C -1.04 2.55 6.37  -0.062
H -1.99 3.09 6.24  0.015
H -0.75 2.08 5.42  0.015
H -1.18 1.76 7.13  0.015
H -0.26 3.24 6.70  0.015
C -3.63 5.03 -0.06  -0.062
H -4.42 5.20 -0.80  0.015
H -2.71 4.69 -0.56  0.015
H -3.96 4.26 0.66  0.015
H -3.43 5.97 0.48  0.015


ii:
DFT (ωB97M-V with the def2-TZVPD basis set) results for 2 unconnected molecules or ions with the total composition C2H8.

Calculated values
- SMILES: C.C
- Orbital gap: 13.2810 eV

Each line ends with the Löwdin charge.
CARTESIAN COORDINATES (ANGSTROEM)
C -3.32 -0.38 -0.28  -0.059
H -4.18 -0.84 -0.83  0.024
H -3.70 -0.76 0.66  0.010
H -2.36 -0.82 -0.52  0.012
H -3.45 0.67 -0.51  0.013
C 3.44 0.42 0.27  -0.052
H 3.41 1.49 0.50  0.016
H 2.38 0.14 0.21  0.012
H 3.96 0.21 -0.65  0.011
H 3.82 -0.12 1.14  0.012


If we sort the structures by their calculated energies, the order from most to least stable is i, ii.


i:
DFT (ωB97M-V with the def2-TZVPD basis set) results for 2 unconnected molecules or ions with the total composition C9H13NO2.

Calculated values
- SMILES: Cc1ccc(O)cc1.CC(N)=O
- Orbital gap: 8.9837 eV

Each line ends with the Löwdin charge.
CARTESIAN COORDINATES (ANGSTROEM)
C -1.15 -0.70 -0.17  -0.062
C -0.40 -1.28 0.99  -0.299
C -1.04 -2.08 1.94  -0.037
C -0.29 -2.69 2.92  -0.018
C 1.06 -2.39 3.10  -0.333
O 1.75 -3.01 4.10  0.046
C 1.65 -1.49 2.21  -0.028
C 0.93 -0.95 1.16  -0.056
H -1.50 0.30 0.11  0.086
H -2.01 -1.27 -0.52  0.076
H -0.50 -0.44 -1.01  0.070
H -2.08 -2.29 1.74  0.114
H -0.65 -3.40 3.66  0.120
H 2.51 -2.46 4.31  0.099
H 2.68 -1.21 2.41  0.111
H 1.43 -0.25 0.50  0.111
C -0.19 2.20 -3.94  -0.011
C -0.79 3.20 -2.96  -0.582
N 0.09 3.62 -1.97  0.136
O -1.96 3.44 -2.86  0.042
H 0.76 1.79 -3.60  0.066
H -0.13 2.66 -4.92  0.081
H -0.91 1.40 -4.07  0.084
H -0.31 3.93 -1.10  0.099
H 1.06 3.38 -2.01  0.082


ii:
DFT (ωB97M-V with the def2-TZVPD basis set) results for 2 unconnected molecules or ions with the total composition C9H13NO2.

Calculated values
- SMILES: Cc1ccc(O)cc1.CC(N)=O
- Orbital gap: 8.9674 eV

Each line ends with the Löwdin charge.
CARTESIAN COORDINATES (ANGSTROEM)
C 4.25 1.33 1.92  -0.055
C 3.16 0.70 1.07  -0.285
C 3.32 0.38 -0.27  -0.053
C 2.29 -0.13 -1.10  -0.014
C 1.06 -0.28 -0.51  -0.311
O -0.09 -0.82 -1.02  0.031
C 0.86 0.11 0.84  -0.029
C 1.89 0.48 1.64  -0.055
H 3.74 1.81 2.75  0.062
H 4.69 2.15 1.36  0.076
H 4.98 0.62 2.34  0.080
H 4.34 0.51 -0.61  0.109
H 2.36 -0.29 -2.17  0.108
H -0.02 -1.39 -1.77  0.095
H -0.14 -0.07 1.23  0.112
H 1.53 0.68 2.65  0.115
C -4.91 -0.73 -1.44  -0.015
C -3.69 -0.47 -0.55  -0.587
N -3.78 0.64 0.25  0.141
O -2.79 -1.27 -0.45  0.049
H -5.83 -0.29 -1.02  0.074
H -5.27 -1.77 -1.39  0.079
H -4.64 -0.48 -2.45  0.071
H -3.03 0.66 0.93  0.102
H -4.27 1.50 0.08  0.099


If we sort the structures by their calculated energies, the order from most to least stable is i, ii.


i:
DFT (ωB97M-V with the def2-TZVPD basis set) results for a molecular structure, CHO2Sr.

Calculated values
- Net charge: +1
- Orbital gap: 7.3689 eV

Each line ends with the Löwdin charge.
CARTESIAN COORDINATES (ANGSTROEM)
O 0.66 -1.24 -0.62  -0.053
C -0.02 -0.67 0.23  -0.545
O -0.10 0.68 -0.27  -0.389
Sr -1.07 0.80 1.84  1.765
H 0.53 0.43 -1.18  0.221


ii:
DFT (ωB97M-V with the def2-TZVPD basis set) results for a molecular structure, CHO2Sr.

Calculated values
- Net charge: +1
- Orbital gap: 8.1152 eV

Each line ends with the Löwdin charge.
CARTESIAN COORDINATES (ANGSTROEM)
O -0.63 -1.20 -0.15  -0.541
C -1.65 0.28 -0.03  -0.011
O -0.73 1.06 0.08  -0.306
Sr 1.28 -0.12 0.07  1.827
H -1.12 -1.99 0.11  0.031


If we sort the structures by their calculated energies, the order from most to least stable is ii, i.


i:
DFT (ωB97M-V with the def2-TZVPD basis set) results for a single C2H2F4 molecule.

Calculated values
- SMILES: FC(F)C(F)F
- Orbital gap: 12.0005 eV

Each line ends with the Löwdin charge.
CARTESIAN COORDINATES (ANGSTROEM)
F -0.89 0.08 1.57  0.048
C -0.58 0.61 0.37  -0.295
F -1.68 0.73 -0.35  0.099
C 0.59 -0.61 -0.36  -0.289
F 0.72 -0.20 -1.64  0.044
F 1.77 -0.57 0.23  0.096
H -0.04 1.55 0.52  0.149
H 0.12 -1.60 -0.35  0.149


ii:
DFT (ωB97M-V with the def2-TZVPD basis set) results for a single C2H2F4 molecule.

Calculated values
- SMILES: FCC(F)(F)F
- Orbital gap: 13.9110 eV

Each line ends with the Löwdin charge.
CARTESIAN COORDINATES (ANGSTROEM)
F -1.71 0.43 0.31  -0.015
C -0.69 -0.38 -0.18  -0.063
C 0.65 0.27 0.14  -0.643
F 1.61 -0.32 -0.44  0.201
F 0.60 1.57 -0.33  0.106
F 0.98 0.28 1.44  0.143
H -0.67 -1.32 0.33  0.127
H -0.76 -0.53 -1.27  0.143


If we sort the structures by their calculated energies, the order from most to least stable is ii, i.


i:
DFT (ωB97M-V with the def2-TZVPD basis set) results for 2 unconnected molecules or ions with the total composition C2H9N3O.

Calculated values
- SMILES: CNNN.C=O
- Orbital gap: 9.1871 eV

Each line ends with the Löwdin charge.
CARTESIAN COORDINATES (ANGSTROEM)
C -1.60 0.15 1.23  -0.163
N -1.01 -0.49 0.07  -0.017
N 0.20 0.51 -0.54  -0.143
N 0.25 0.43 -1.94  -0.012
H -0.94 0.12 2.10  0.070
H -2.51 -0.40 1.51  0.080
H -1.89 1.18 1.02  0.072
H -0.66 -1.40 0.36  0.085
H 0.54 1.31 -0.01  0.130
H 0.12 1.35 -2.36  0.073
H -0.52 -0.16 -2.26  0.081
C 1.90 -0.56 0.14  -0.240
O 1.45 -1.02 1.24  -0.173
H 2.69 0.21 0.17  0.080
H 1.99 -1.24 -0.73  0.078


ii:
DFT (ωB97M-V with the def2-TZVPD basis set) results for 2 unconnected molecules or ions with the total composition C2H9N3O.

Calculated values
- SMILES: [H]/N=C\O.CNN
- Orbital gap: 8.8516 eV

Each line ends with the Löwdin charge.
CARTESIAN COORDINATES (ANGSTROEM)
H -2.44 1.50 0.47  0.034
N -1.43 1.39 0.42  -0.032
C -1.00 0.25 0.98  -0.417
O -1.83 -0.85 0.88  -0.009
H -0.41 0.22 1.90  0.125
H -1.50 -1.56 1.46  0.099
C 1.82 0.29 -0.13  -0.098
N 0.41 0.03 -0.42  -0.240
N 0.29 -1.11 -1.29  0.030
H 2.32 -0.60 0.26  0.078
H 2.33 0.62 -1.04  0.074
H 1.89 1.10 0.61  0.081
H -0.16 0.98 -0.65  0.128
H 0.38 -0.79 -2.26  0.079
H -0.66 -1.47 -1.19  0.067


iii:
DFT (ωB97M-V with the def2-TZVPD basis set) results for 3 unconnected molecules or ions with the total composition C2H9N3O.

Calculated values
- Orbital gap (alpha / beta): 10.0541 / 6.2517 eV

Each line ends with the Löwdin charge.
CARTESIAN COORDINATES (ANGSTROEM)
C 0.51 -0.48 -0.46  -0.452
C -1.75 -0.63 -0.35  -0.171
N 2.25 1.32 -0.09  0.057
N 0.86 -0.77 0.85  0.077
N -2.21 0.17 0.64  0.010
O 0.13 0.69 -0.76  -0.122
H 0.67 -1.27 -1.22  0.133
H 2.74 1.18 -0.97  -0.004
H 1.78 2.22 -0.21  -0.006
H 1.43 -1.59 0.95  0.088
H 1.36 0.08 1.17  0.072
H -1.79 0.01 1.54  0.084
H -2.23 1.16 0.41  0.089
H -1.73 -1.69 -0.12  0.071
H -2.02 -0.39 -1.37  0.076


If we sort the structures by their calculated energies, the order from most to least stable is ii, iii, i.


i:
DFT (ωB97M-V with the def2-TZVPD basis set) results for a single C3H4N2OS molecule.

Calculated values
- SMILES: CC(=S)/C=N/N=O
- Orbital gap (alpha / beta): 6.6940 / 7.1575 eV

Each line ends with the Löwdin charge.
CARTESIAN COORDINATES (ANGSTROEM)
C 0.19 -1.75 -0.65  -0.159
C 0.33 -0.27 -0.84  -0.766
S 0.95 0.12 -2.35  0.663
C 0.04 0.52 0.34  -0.148
N -0.24 1.75 0.62  0.113
N -0.29 2.53 1.56  -0.109
O -0.82 3.49 1.95  0.097
H 1.02 -2.32 -0.66  0.037
H -0.29 -1.86 0.24  0.025
H -0.51 -2.13 -1.44  0.104
H -0.39 -0.08 1.23  0.144


ii:
DFT (ωB97M-V with the def2-TZVPD basis set) results for a single C3H4N2OS molecule.

Calculated values
- SMILES: O=C/N=C/NC=S
- Orbital gap: 8.1266 eV

Each line ends with the Löwdin charge.
CARTESIAN COORDINATES (ANGSTROEM)
O -2.02 1.68 1.90  0.014
C -0.97 1.08 1.98  -0.341
N -0.45 0.27 0.95  0.073
C -0.98 0.41 -0.24  -0.175
N -0.44 -0.19 -1.34  -0.032
C 0.78 -0.83 -1.64  -0.715
S 2.01 -1.19 -0.67  0.680
H -0.31 1.17 2.92  0.139
H -1.96 0.95 -0.46  0.160
H -1.07 -0.03 -2.10  0.117
H 0.72 -1.12 -2.73  0.081


If we sort the structures by their calculated energies, the order from most to least stable is ii, i.


i:
DFT (ωB97M-V with the def2-TZVPD basis set) results for a single C3H4N2OS molecule.

Calculated values
- SMILES: Oc1c[nH]nc1S
- Orbital gap: 9.5770 eV

Each line ends with the Löwdin charge.
CARTESIAN COORDINATES (ANGSTROEM)
O 1.74 -1.00 0.36  0.050
C 0.74 -0.17 0.03  -0.383
C 0.83 1.21 -0.09  0.017
N -0.50 1.56 -0.35  -0.055
N -1.34 0.54 -0.49  0.040
C -0.58 -0.49 -0.22  -0.694
S -1.07 -2.18 -0.24  0.801
H 1.46 -1.91 0.39  0.058
H 1.48 2.02 0.12  0.108
H -0.91 2.51 -0.39  0.163
H -1.85 -2.08 0.88  -0.106


ii:
DFT (ωB97M-V with the def2-TZVPD basis set) results for a single C3H4N2OS molecule.

Calculated values
- Orbital gap (alpha / beta): 7.1831 / 6.6793 eV

Each line ends with the Löwdin charge.
CARTESIAN COORDINATES (ANGSTROEM)
C 0.21 0.34 -0.14  -0.442
C -1.19 0.77 -0.25  -0.383
C -0.70 -0.70 1.72  -0.345
N 0.50 -0.47 -1.31  0.095
N 0.40 -0.34 1.18  -0.414
O 1.57 -0.62 1.55  -0.058
S -2.01 -0.13 0.76  1.060
H 0.90 1.19 0.11  0.178
H -1.66 1.56 -0.96  0.127
H 0.61 -1.35 -0.87  0.075
H 1.39 -0.25 -1.79  0.107


iii:
DFT (ωB97M-V with the def2-TZVPD basis set) results for a single C3H4N2OS molecule.

Calculated values
- SMILES: O=C1NN=C[C@@H]1S
- Orbital gap: 8.9739 eV

Each line ends with the Löwdin charge.
CARTESIAN COORDINATES (ANGSTROEM)
O 1.26 -0.26 -2.00  0.046
C 0.53 -0.06 -1.01  -0.401
N -0.33 1.05 -1.03  0.037
N -1.31 1.01 -0.07  0.059
C -1.14 -0.04 0.65  -0.253
C 0.05 -0.80 0.29  -0.397
S 1.16 -0.63 1.96  0.739
H -0.24 1.69 -1.78  0.141
H -1.77 -0.24 1.51  0.113
H -0.06 -1.92 0.18  0.122
H 1.85 0.20 1.28  -0.205


iv:
DFT (ωB97M-V with the def2-TZVPD basis set) results for 2 unconnected molecules or ions with the total composition C3H4N2OS.

Calculated values
- Orbital gap: 9.7760 eV

Each line ends with the Löwdin charge.
CARTESIAN COORDINATES (ANGSTROEM)
C -1.06 -0.21 0.02  -0.756
C 1.78 -0.51 -0.10  -0.236
C 1.22 0.75 0.65  -0.459
H -0.76 -2.17 0.15  0.123
H 2.71 -0.36 -0.49  0.059
H 2.32 1.56 1.17  0.193
H 0.65 0.34 1.77  0.145
N -0.24 -1.33 0.21  -0.021
N 0.98 -1.42 -0.51  0.046
O -2.21 -0.42 0.20  0.050
S -0.26 1.45 -0.34  0.856


If we sort the structures by their calculated energies, the order from most to least stable is i, iii, iv, ii.